No. 1
Molecular formula: C8H13ClN5
Method: DFT, wB97M-V/def2-TZVPD

```
! RIJCOSX wB97M-V def2-TZVPD def2/J DEFGRID3
* xyz 1 1
C 3.54164 -0.96827 -1.25952
C 2.64406 -0.18677 -1.88661
C 3.21783 -1.32860 0.05950
C 1.53943 0.37107 -1.23284
C 2.13562 -0.82744 0.73726
C 1.19798 0.02614 0.05443
C -2.93895 0.46205 -0.47788
C 0.27422 0.84175 0.88891
N -3.64989 -0.09308 -1.44096
N -3.43273 1.17540 0.52257
N 0.73289 1.28158 2.06635
N -0.95276 1.11139 0.56271
N -1.57235 0.48859 -0.53142
Cl -1.28175 -1.59081 1.76391
H 4.44775 -1.23213 -1.83802
H 2.92554 0.35297 -2.78518
H 3.78978 -1.99443 0.68406
H 0.99878 1.23312 -1.62100
H 1.79366 -1.29485 1.65583
H -4.73232 0.16164 -1.60962
H -3.18686 -0.64142 -2.10751
H -4.37423 1.36892 0.89461
H -1.26381 -2.94996 2.01240
H 0.19968 2.06432 2.36386
H 1.66324 1.02965 2.34105
H -2.58761 1.44854 1.14696
H -1.12882 -0.30939 -0.96383
*
```

Values from the calculation:
LUMO level: -2.6 eV
Energy above the lowest of the compared OMol25 structures with the same formula, charge and spin: 0.0 kcal/mol
Orbital gap: 9.61 eV

---

No. 2
Molecular formula: C8H13ClN6
Method: DFT, wB97M-V/def2-TZVPD

```
! RIJCOSX wB97M-V def2-TZVPD def2/J DEFGRID3
* xyz 2 1
C -0.07871 1.47594 1.34615
C 1.88616 0.29848 0.81285
C 0.61343 2.33299 2.21337
C 2.62676 0.98752 1.71408
C 0.54017 0.42545 0.63852
C 1.99063 2.00938 2.44848
C -0.05234 -0.53868 -2.58365
C -1.67307 -1.18418 0.74615
N 0.49226 -1.21093 -3.59656
N -0.89829 0.48733 -2.80149
N -1.34804 -1.44202 1.96901
N -0.28813 -0.06362 -0.28415
N -2.57298 -1.70053 0.00957
N 0.03443 -0.91086 -1.27008
Cl 2.98458 3.09358 3.36766
H -1.18083 1.46706 1.21579
H 2.37410 -0.44787 0.27622
H 0.17253 3.23582 2.46078
H 3.76812 0.92900 1.68688
H -0.12017 -1.17249 -4.46580
H 1.09815 -1.98830 -3.34501
H -1.17277 0.78077 -3.79267
H -1.30597 0.95793 -2.00695
H -0.76394 -0.71110 2.35909
H -2.00410 -1.96940 2.48776
H -3.48930 -2.13193 0.36470
H -2.45592 -1.49348 -0.93208
H 0.82322 -1.51584 -1.03862
*
```

Values from the calculation:
LUMO level (spin up / spin down): -8.1 / -8.1 eV
Orbital gap (spin up / spin down): 6.92 / 6.92 eV